DFT (the ωB97M-V functional and the def2-TZVPD basis) results for one molecule with the formula C9H15P at a distorted geometry.

Last column: natural (NBO) charge in e.
Positions of all 25 atoms, in Å:
C 1.277292 2.080742 -0.111660  -0.598
C 0.534218 0.745467 -0.476058  -0.419
C 0.002730 -0.000835 0.657637  -0.556
C -1.550430 0.150450 0.708479  0.117
C -2.186675 1.262068 1.536468  -0.659
C -2.385710 -0.556528 -0.132351  -0.286
C -1.869300 -1.636547 -0.998079  -0.220
C -0.732132 -2.260902 -0.899987  -0.495
P 0.213680 -1.843370 0.602141  0.795
C 1.954355 -2.068045 0.058566  -0.934
H 0.591348 2.695165 0.502853  0.193
H 1.560460 2.714991 -1.034524  0.217
H 2.047088 1.857472 0.606418  0.201
H 1.351581 0.227017 -0.925215  0.201
H -0.182313 0.979683 -1.234723  0.217
H 0.462010 0.387998 1.633751  0.235
H -2.383407 2.201937 0.973128  0.227
H -1.503583 1.333186 2.403293  0.213
H -3.087895 0.781023 1.790920  0.224
H -3.426280 -0.485060 -0.220824  0.213
H -2.329076 -1.899938 -1.960294  0.206
H -0.294642 -2.924530 -1.620076  0.222
H 2.120028 -1.632138 -0.877766  0.215
H 2.044075 -3.145993 -0.154134  0.235
H 2.604296 -1.784591 0.881607  0.236

Atoms 1-3, force components in eV/Å:
C -1.88 0.84 -0.33
C 2.39 2.60 -1.14
C -1.68 -0.71 1.96

The value obtained for the HOMO energy is -7.79 eV. As for the HOMO-LUMO gap: 8.58 eV. As for the relative energy (zero: lowest compared OMol25 entry of this formula, charge and spin): 0.009 eV. The electronic energy is -693.1984 hartree. The calculation puts the LUMO energy at 0.79 eV.